{
  "formula": "CH4OP2",
  "method": "the ωB97M-V functional and the def2-TZVPD basis",
  "homo_lumo_gap_ha": [0.27213, 0.34078],
  "total_charge": 0,
  "spin_multiplicity": 3,
  "e_above_lowest_kj_mol": 219.75,
  "lumo_ev": [0.67, -1.52],
  "symbols": ["C", "O", "P", "P", "H", "H", "H", "H"],
  "positions_angstrom": [[0.89992, -1.03760, -0.38937], [1.08883, -2.19592, -0.29784], [-1.76770, -0.00457, -0.61854], [1.77667, 0.50847, -0.68509], [-1.89361, -1.46280, -0.89267], [-1.68447, -0.47637, 0.65908], [0.84586, 0.82695, -1.64965], [2.42643, -0.08584, -1.63549]]
}

---

{
  "formula": "C3H8N2O2",
  "method": "the ωB97M-V functional and the def2-TZVPD basis",
  "homo_lumo_gap_ha": [0.25730, 0.32928],
  "total_charge": 0,
  "spin_multiplicity": 3,
  "e_above_lowest_kj_mol": 563.71,
  "lumo_ev": [0.96, -0.81],
  "symbols": ["C", "C", "C", "N", "N", "O", "O", "H", "H", "H", "H", "H", "H", "H", "H"],
  "positions_angstrom": [[-2.02691, -1.08140, 0.77698], [-0.69227, 1.54408, -0.82914], [2.19993, -0.37603, 0.44410], [-0.89641, -0.83334, -0.01002], [0.48289, -1.44382, -0.76785], [-0.58769, 0.58151, 0.20026], [1.31208, -0.46451, -0.71025], [-2.55122, -0.21239, 1.12961], [-2.26985, -2.16133, 0.70934], [0.29437, 1.64549, -1.41596], [-0.71615, 2.52348, -0.34449], [-1.58493, 1.38039, -1.41721], [2.50486, -1.42517, 0.70227], [1.56618, 0.01204, 1.22784], [2.96510, 0.31099, 0.30454]]
}

---

{
  "formula": "C5H9NO",
  "method": "the ωB97M-V functional and the def2-TZVPD basis",
  "homo_lumo_gap_ha": 0.34996,
  "total_charge": 0,
  "spin_multiplicity": 1,
  "e_above_lowest_kj_mol": 359.11,
  "smiles": "C[C@H]1CC=C1NO",
  "lumo_ev": 1.03,
  "symbols": ["C", "C", "C", "C", "C", "N", "O", "H", "H", "H", "H", "H", "H", "H", "H", "H"],
  "positions_angstrom": [[-1.64258, -1.04976, 0.06616], [-0.61133, -0.19064, -0.65034], [-0.76497, 1.36653, -0.67442], [0.63904, 1.42116, -0.10296], [0.71021, 0.09521, 0.02580], [1.59308, -0.84027, 0.58934], [2.78811, -0.18919, 0.98882], [-2.60434, -1.02964, -0.45869], [-1.81022, -0.71063, 1.09563], [-1.30771, -2.09450, 0.10023], [-0.45886, -0.57672, -1.66641], [-0.94476, 1.81605, -1.65743], [-1.53202, 1.72258, 0.02406], [1.32147, 2.23011, 0.13024], [1.16072, -1.14305, 1.46252], [3.46417, -0.82722, 0.72747]]
}

---

{
  "formula": "C52H83AsCl3N6PRbSbSi3",
  "method": "the ωB97M-V functional and the def2-TZVPD basis",
  "homo_lumo_gap_ha": 0.26224,
  "total_charge": 2,
  "spin_multiplicity": 1,
  "e_above_lowest_kj_mol": 51.37,
  "lumo_ev": -4.46,
  "symbols": ["Rb", "N", "C", "C", "C", "C", "C", "C", "P", "C", "C", "C", "C", "C", "C", "C", "C", "C", "C", "C", "C", "H", "H", "H", "H", "H", "H", "H", "H", "H", "H", "H", "H", "H", "H", "H", "H", "C", "C", "C", "C", "N", "C", "C", "C", "C", "C", "C", "N", "H", "H", "H", "H", "H", "H", "H", "H", "C", "Si", "C", "C", "As", "Si", "C", "C", "C", "Si", "C", "C", "C", "H", "H", "H", "H", "H", "H", "H", "H", "H", "H", "H", "H", "H", "H", "H", "H", "H", "H", "H", "H", "H", "H", "H", "H", "H", "H", "H", "N", "C", "C", "N", "C", "C", "H", "H", "H", "H", "H", "H", "H", "H", "H", "H", "H", "Cl", "C", "Cl", "Cl", "C", "N", "C", "C", "C", "Sb", "C", "C", "C", "C", "C", "C", "H", "H", "H", "H", "H", "H", "H", "H", "H", "H", "H", "H", "H", "H", "H", "H", "H", "H", "H", "H", "H"],
  "positions_angstrom": [[0.74618, 0.00362, 0.53764], [-2.24964, 1.61729, -1.04459], [-2.40907, 1.99132, -2.40112], [-3.43709, 2.86146, -2.76203], [-3.61823, 3.22828, -4.08265], [-2.77082, 2.73778, -5.06874], [-1.76235, 1.86206, -4.71267], [-1.56993, 1.46690, -3.38790], [-0.34122, 0.17271, -2.93904], [-1.25619, -1.26869, -3.60721], [-1.89478, -2.07269, -2.66514], [-2.72522, -3.11145, -3.05802], [-2.91257, -3.37222, -4.40861], [-2.26659, -2.58944, -5.35532], [-1.44969, -1.53937, -4.95844], [1.00396, 0.51570, -4.12228], [1.66101, -0.49279, -4.82018], [2.74533, -0.19793, -5.63764], [3.18917, 1.10888, -5.76092], [2.54791, 2.12192, -5.05745], [1.46877, 1.82814, -4.23988], [-2.64464, 2.29866, -0.41100], [-1.27084, 1.49643, -0.82393], [-4.09698, 3.25533, -1.99788], [-4.42013, 3.90726, -4.34272], [-2.90134, 3.02944, -6.10195], [-1.10243, 1.47521, -5.47974], [-1.71954, -1.87409, -1.61238], [-3.22003, -3.73087, -2.31824], [-3.55349, -4.18546, -4.72342], [-2.40703, -2.79036, -6.40972], [-0.96984, -0.92884, -5.71307], [1.32148, -1.51695, -4.73475], [3.23495, -0.99245, -6.18759], [4.02501, 1.34142, -6.40808], [2.88545, 3.14603, -5.15612], [0.96576, 2.62990, -3.70921], [4.92471, -2.77809, 1.58982], [4.87153, -3.39578, 2.82751], [3.90931, -2.98890, 3.73790], [3.02748, -1.97554, 3.37947], [3.05092, -1.40557, 2.17292], [3.98629, -1.79617, 1.31092], [2.01157, -1.44103, 4.33397], [2.19031, -1.55454, 5.70980], [1.24005, -1.02228, 6.56355], [0.14712, -0.36988, 6.01772], [0.06683, -0.28476, 4.63768], [0.95675, -0.81387, 3.80381], [5.66869, -3.05179, 0.85377], [5.57107, -4.17988, 3.08542], [3.84297, -3.46224, 4.70740], [3.99061, -1.30123, 0.34438], [3.07324, -2.03086, 6.11141], [1.36199, -1.09972, 7.63600], [-0.60880, 0.08216, 6.64614], [-0.74099, 0.26407, 4.16880], [1.69962, 4.63403, 2.00564], [0.54787, 4.08849, 3.38191], [1.43171, 2.76807, 4.37133], [0.18320, 5.51233, 4.53178], [-1.30995, 3.09843, 2.25278], [-1.88148, 4.96928, 0.86747], [-3.66875, 4.89885, 0.28892], [-1.64692, 6.62545, 1.70328], [-0.75943, 4.84988, -0.63213], [-3.13063, 3.00457, 3.76354], [-4.75020, 3.06142, 2.81486], [-3.15687, 4.27025, 5.13328], [-3.16138, 1.29056, 4.58712], [2.70689, 4.75454, 2.41388], [1.40684, 5.59016, 1.56861], [1.74765, 3.89355, 1.20381], [2.38868, 3.18718, 4.69667], [1.64149, 1.86887, 3.78979], [0.88032, 2.47513, 5.26659], [1.13029, 5.80153, 4.99743], [-0.50168, 5.23439, 5.33201], [-0.21955, 6.38894, 4.02547], [-4.31377, 5.45233, 0.97358], [-4.09209, 3.90105, 0.17324], [-3.71882, 5.40114, -0.68094], [-2.09670, 6.66256, 2.69705], [-2.13295, 7.39050, 1.09140], [-0.59323, 6.89493, 1.79323], [-0.69151, 3.83843, -1.03780], [0.25145, 5.19058, -0.40359], [-1.15672, 5.49356, -1.42199], [-5.01068, 4.06964, 2.49355], [-5.55424, 2.71199, 3.46855], [-4.73068, 2.42895, 1.92277], [-3.08025, 5.28861, 4.74791], [-2.34064, 4.11494, 5.84048], [-4.09724, 4.19030, 5.68543], [-2.79970, 0.52558, 3.89461], [-4.19163, 1.07562, 4.89026], [-2.53774, 1.23831, 5.48068], [-4.25200, -1.79106, 3.05504], [-4.49909, -1.22591, 1.67919], [-3.16786, -0.80731, 1.06788], [-2.17835, -1.87611, 1.04934], [-1.97707, -2.46401, 2.36557], [-3.27136, -2.93343, 3.02202], [-5.12924, -2.09067, 3.47818], [-3.88194, -1.04472, 3.65159], [-5.18889, -0.38916, 1.78151], [-4.97553, -2.01673, 1.09994], [-2.75766, 0.03985, 1.63123], [-3.33409, -0.43949, 0.05517], [-2.42355, -2.58404, 0.36553], [-1.48351, -1.72798, 3.00811], [-1.30119, -3.31521, 2.29158], [-3.11790, -3.27306, 4.04492], [-3.74406, -3.72959, 2.44702], [5.35341, 3.91200, -0.32280], [4.36010, 3.37919, -1.68244], [3.63079, 4.76433, -2.49899], [5.30775, 2.40717, -2.80867], [3.27690, 2.54058, -1.15417], [2.42090, 1.89391, -0.75233], [1.85079, -4.15156, -5.19729], [1.65982, -4.85419, -3.85642], [0.37830, -5.68116, -3.85404], [1.65045, -3.42100, -2.22593], [3.80507, -3.17373, -1.96737], [4.67078, -4.21606, -2.66572], [4.20054, -1.76044, -2.39509], [1.28759, -4.86252, -0.63219], [1.13068, -4.13734, 0.70212], [2.32767, -5.97064, -0.53975], [1.98426, -4.88556, -5.99672], [2.72186, -3.49103, -5.20909], [0.96906, -3.55527, -5.44937], [2.51202, -5.50983, -3.66895], [-0.50452, -5.04306, -3.94671], [0.27209, -6.28169, -2.94915], [0.37383, -6.37041, -4.70351], [3.94293, -3.27731, -0.88629], [4.54065, -4.18693, -3.74950], [4.45244, -5.23025, -2.33086], [5.72988, -4.02382, -2.46629], [4.02799, -1.60532, -3.46322], [5.26424, -1.57780, -2.20797], [3.62592, -0.98648, -1.87567], [0.32171, -5.29898, -0.90415], [2.07896, -3.70402, 1.03239], [0.80498, -4.82723, 1.48961], [0.39976, -3.32302, 0.63464], [3.31127, -5.56791, -0.28387], [2.42435, -6.52278, -1.47586], [2.06051, -6.69232, 0.23901]]
}

---

{
  "formula": "C4H13N",
  "method": "the ωB97M-V functional and the def2-TZVPD basis",
  "homo_lumo_gap_ha": 0.38045,
  "total_charge": 0,
  "spin_multiplicity": 1,
  "e_above_lowest_kj_mol": 4.17,
  "smiles": "CCC.CN",
  "lumo_ev": 1.03,
  "symbols": ["C", "C", "C", "H", "H", "H", "H", "H", "H", "H", "H", "C", "N", "H", "H", "H", "H", "H"],
  "positions_angstrom": [[-1.59740, 0.87629, -1.67703], [-0.11622, 1.26761, -1.85382], [0.60693, 1.42464, -0.52152], [-1.73906, -0.20005, -1.65376], [-2.19110, 1.26339, -2.51153], [-1.99486, 1.34830, -0.77248], [-0.07205, 2.20248, -2.40774], [0.41252, 0.53818, -2.46259], [1.69563, 1.41053, -0.61240], [0.35016, 2.35861, -0.01673], [0.30735, 0.64004, 0.17051], [0.05820, -1.82888, 2.08865], [1.50387, -1.88638, 2.30691], [-0.28150, -2.30065, 1.16607], [-0.28356, -0.79244, 2.02990], [-0.46150, -2.25417, 2.94213], [1.83473, -2.82163, 2.10862], [1.96784, -1.24589, 1.67682]]
}

---

{
  "formula": "C41H50BiFN9O6S2Se",
  "method": "the ωB97M-V functional and the def2-TZVPD basis",
  "homo_lumo_gap_ha": 0.21944,
  "total_charge": 1,
  "spin_multiplicity": 1,
  "e_above_lowest_kj_mol": 105.65,
  "lumo_ev": -3.38,
  "symbols": ["Bi", "C", "C", "N", "C", "C", "S", "C", "C", "N", "H", "H", "H", "H", "H", "H", "H", "H", "H", "H", "H", "H", "H", "H", "C", "C", "N", "C", "C", "C", "O", "O", "C", "O", "C", "C", "C", "F", "C", "C", "C", "N", "C", "C", "N", "C", "C", "H", "H", "H", "H", "H", "H", "H", "H", "H", "H", "H", "H", "H", "H", "H", "H", "H", "H", "C", "C", "C", "C", "C", "C", "C", "S", "O", "O", "N", "C", "C", "C", "C", "C", "N", "H", "H", "H", "H", "H", "H", "H", "H", "H", "H", "H", "C", "O", "H", "H", "H", "Se", "N", "C", "C", "C", "C", "C", "C", "N", "H", "H", "H", "H"],
  "positions_angstrom": [[-1.38562, -1.67135, 1.09730], [1.03488, -5.28219, 0.66626], [0.31584, -5.38253, 2.02302], [-0.93128, -4.63726, 2.10980], [-2.11714, -5.34355, 1.64408], [-2.13885, -5.68000, 0.15786], [-2.01666, -4.26797, -0.98236], [-0.52674, -4.65106, -1.92922], [0.77991, -4.01453, -1.43001], [0.89349, -3.99411, 0.01221], [0.62698, -6.03861, -0.00378], [2.08508, -5.56401, 0.81854], [0.97916, -5.01025, 2.80264], [0.16360, -6.45175, 2.23920], [-1.09077, -4.32241, 3.05959], [-2.98161, -4.72013, 1.88344], [-2.26240, -6.29953, 2.17388], [-3.08643, -6.18170, -0.04393], [-1.35477, -6.38762, -0.10251], [-0.71473, -4.31102, -2.94809], [-0.46045, -5.73857, -1.97958], [0.81522, -2.97359, -1.75848], [1.60289, -4.54957, -1.93127], [1.57854, -3.31903, 0.31791], [-1.18450, 2.89918, -5.68213], [-1.17564, 3.35517, -4.23336], [-0.78826, 2.28831, -3.30657], [-1.76172, 1.54069, -2.73972], [-1.58288, 0.48999, -1.89222], [-2.86282, -0.20424, -1.44584], [-3.91275, 0.20476, -1.91401], [-2.75106, -1.19095, -0.63681], [-0.24122, 0.11583, -1.55653], [0.10150, -0.79393, -0.78864], [0.82022, 0.91406, -2.19739], [2.15136, 0.60896, -1.91894], [3.16122, 1.32361, -2.49105], [4.43633, 1.02510, -2.14629], [2.91214, 2.36833, -3.39421], [1.58911, 2.66871, -3.67420], [0.53706, 1.97059, -3.06526], [3.94351, 3.08428, -4.06049], [3.82885, 4.53233, -4.15054], [4.25857, 4.95732, -5.55744], [5.24709, 3.92920, -6.05340], [6.16213, 3.52356, -4.93203], [5.34158, 2.67653, -3.95048], [-1.48660, 3.71764, -6.33499], [-1.89020, 2.07998, -5.81832], [-0.20139, 2.54841, -5.99991], [-2.16661, 3.68494, -3.92667], [-0.50935, 4.20478, -4.07856], [-2.78246, 1.81091, -2.98392], [2.37830, -0.18400, -1.21810], [1.36425, 3.42354, -4.41305], [4.44796, 5.02541, -3.39111], [2.80872, 4.85857, -3.97729], [4.76102, 5.92292, -5.56929], [3.43399, 4.96810, -6.26764], [5.76173, 4.27414, -6.86364], [4.71575, 3.10310, -6.33973], [6.53090, 4.45059, -4.49744], [7.00212, 2.97015, -5.34414], [5.76399, 2.80122, -2.95001], [5.42607, 1.62499, -4.21867], [-2.64260, 4.35996, 4.96830], [-2.37762, 2.87936, 5.01628], [-3.35304, 1.98977, 5.44858], [-3.10889, 0.62329, 5.48698], [-1.87351, 0.14077, 5.08047], [-0.88416, 1.01293, 4.64351], [-1.14149, 2.37165, 4.62054], [-1.57400, -1.60124, 5.06472], [-2.38156, -2.18268, 6.10755], [-0.14651, -1.78827, 5.09538], [-2.03104, -2.07373, 3.60899], [-3.34934, -2.27577, 3.28303], [-4.45071, -2.60149, 4.09681], [-5.67048, -2.79722, 3.49402], [-5.82692, -2.68627, 2.10710], [-4.71585, -2.36953, 1.36789], [-3.52883, -2.16814, 1.95508], [-3.63796, 4.59761, 5.34029], [-2.56863, 4.73670, 3.94609], [-1.91746, 4.90896, 5.57095], [-4.31426, 2.37009, 5.77279], [-3.86119, -0.06097, 5.85381], [0.07475, 0.62112, 4.33503], [-0.36747, 3.05443, 4.28759], [-4.31686, -2.70920, 5.16235], [-6.52300, -3.05100, 4.11209], [-6.78138, -2.83351, 1.62518], [-4.73082, -2.23610, 0.29394], [-2.82737, 1.03723, 1.58765], [-1.59818, 0.35383, 1.53240], [-2.69635, 1.93004, 2.20476], [-3.62554, 0.44269, 2.04500], [-3.17867, 1.34951, 0.59820], [1.79194, -2.20114, 2.94269], [1.02126, -0.82288, 2.14817], [1.98729, 0.03298, 1.85721], [1.75492, 1.31228, 1.25704], [2.82496, 2.10409, 1.01507], [4.16531, 1.68711, 1.33726], [4.42136, 0.48851, 1.91060], [3.32012, -0.38506, 2.19718], [3.42779, -1.57631, 2.77196], [0.73389, 1.60463, 1.04464], [2.67398, 3.08415, 0.57906], [4.98461, 2.36484, 1.13431], [5.42336, 0.18160, 2.17498]]
}